{"formula": "C16H23InO2S4Se2Te2", "method": "ωB97M-V/def2-TZVPD", "gap_ev": 5.844, "relative_energy_kcal_mol": 25.0, "elements": ["In", "C", "C", "S", "C", "C", "S", "C", "C", "S", "C", "C", "S", "H", "H", "H", "H", "H", "H", "H", "H", "H", "H", "H", "H", "H", "H", "H", "H", "C", "C", "O", "C", "C", "C", "C", "C", "C", "O", "H", "H", "H", "H", "H", "H", "H", "Se", "Te", "Te", "Se"], "coordinates": [[-1.07, 0.72, 1.84], [1.26, -1.96, -0.98], [1.66, -2.34, 0.44], [0.34, -2.23, 1.68], [-0.68, -3.60, 1.07], [-2.16, -3.47, 1.41], [-3.02, -2.05, 0.72], [-2.70, -2.15, -1.05], [-3.33, -0.90, -1.67], [-2.57, 0.68, -1.17], [-1.35, 0.85, -2.49], [-0.27, -0.22, -2.57], [0.67, -0.26, -1.03], [0.49, -2.63, -1.36], [2.13, -2.07, -1.63], [2.45, -1.68, 0.81], [2.05, -3.36, 0.45], [-0.30, -4.53, 1.50], [-0.56, -3.67, -0.01], [-2.30, -3.35, 2.49], [-2.67, -4.39, 1.12], [-3.15, -3.05, -1.48], [-1.63, -2.17, -1.23], [-4.38, -0.84, -1.40], [-3.28, -0.95, -2.76], [-0.89, 1.83, -2.32], [-1.88, 0.90, -3.44], [0.39, -0.01, -3.41], [-0.72, -1.20, -2.75], [3.48, 0.93, 1.75], [2.06, 1.32, 1.41], [1.18, 0.69, 2.03], [1.81, 2.32, 0.40], [2.90, 2.83, -0.34], [2.72, 3.68, -1.40], [1.42, 4.06, -1.76], [0.33, 3.60, -1.06], [0.48, 2.74, 0.05], [-0.56, 2.44, 0.76], [3.45, 0.18, 2.53], [4.04, 1.80, 2.10], [3.99, 0.53, 0.87], [3.90, 2.54, -0.07], [3.57, 4.06, -1.95], [1.27, 4.73, -2.60], [-0.67, 3.92, -1.30], [-2.91, -0.37, 3.22], [-2.40, 0.32, 5.61], [-2.29, 2.96, 5.21], [-0.28, 2.79, 3.76]]}

=====

{"formula": "C16H23N2", "method": "ωB97M-V/def2-TZVPD", "gap_ev": 6.483, "relative_energy_kcal_mol": 22.6, "total_charge": 1, "elements": ["C", "C", "C", "C", "C", "C", "C", "C", "C", "C", "C", "H", "H", "H", "H", "H", "H", "H", "H", "H", "H", "H", "N", "C", "C", "C", "C", "C", "N", "H", "H", "H", "H", "H", "H", "H", "H", "H", "H", "H", "H"], "coordinates": [[1.42, -0.20, 1.69], [2.42, 1.00, 1.78], [2.93, 1.13, 0.37], [2.36, 0.19, -0.46], [1.45, -0.63, 0.25], [0.91, -1.88, -0.21], [1.13, -2.32, -1.54], [0.59, -3.52, -1.99], [-0.16, -4.33, -1.13], [-0.36, -3.93, 0.19], [0.18, -2.73, 0.66], [1.71, -1.01, 2.37], [0.41, 0.13, 1.97], [1.90, 1.91, 2.12], [3.21, 0.78, 2.51], [3.69, 1.86, 0.09], [2.57, 0.06, -1.53], [1.72, -1.70, -2.22], [0.77, -3.82, -3.02], [-0.58, -5.27, -1.49], [-0.93, -4.56, 0.87], [0.03, -2.44, 1.71], [-1.47, 1.42, 2.46], [-1.88, 2.28, 1.35], [-1.00, 1.99, 0.15], [-1.41, 2.71, -1.14], [-1.33, 1.64, -2.24], [-1.41, 0.29, -1.51], [-1.00, 0.57, -0.16], [-0.66, 1.84, 2.91], [-2.21, 1.40, 3.15], [-2.92, 2.04, 1.07], [-1.81, 3.36, 1.58], [0.04, 2.26, 0.42], [-2.45, 3.06, -1.03], [-0.78, 3.58, -1.34], [-2.14, 1.74, -2.97], [-0.37, 1.72, -2.76], [-2.44, -0.11, -1.54], [-0.75, -0.47, -1.96], [-1.40, -0.02, 0.57]]}

=====

{"formula": "C16H23N3", "method": "ωB97M-V/def2-TZVPD", "gap_ev": 8.762, "relative_energy_kcal_mol": 2.0, "smiles": "CCCCCCCCNc1ncnc2ccccc12", "elements": ["C", "C", "C", "C", "C", "C", "C", "C", "N", "C", "N", "C", "N", "C", "C", "C", "C", "C", "C", "H", "H", "H", "H", "H", "H", "H", "H", "H", "H", "H", "H", "H", "H", "H", "H", "H", "H", "H", "H", "H", "H", "H"], "coordinates": [[-5.43, -0.07, 0.75], [-5.07, -1.52, 0.49], [-3.91, -1.71, -0.50], [-2.57, -1.15, -0.01], [-2.24, 0.23, -0.58], [-0.90, 0.75, -0.06], [-0.56, 2.12, -0.63], [0.77, 2.66, -0.09], [1.89, 1.83, -0.48], [2.53, 1.00, 0.36], [2.21, 1.05, 1.65], [2.86, 0.25, 2.48], [3.80, -0.61, 2.20], [4.16, -0.70, 0.89], [5.17, -1.61, 0.53], [5.55, -1.72, -0.78], [4.95, -0.93, -1.77], [3.97, -0.03, -1.44], [3.55, 0.10, -0.11], [-6.31, -0.01, 1.39], [-5.65, 0.45, -0.18], [-4.62, 0.45, 1.26], [-5.94, -2.04, 0.09], [-4.80, -2.01, 1.44], [-3.81, -2.78, -0.69], [-4.18, -1.23, -1.45], [-1.77, -1.84, -0.30], [-2.57, -1.10, 1.08], [-2.19, 0.16, -1.67], [-3.02, 0.94, -0.32], [-0.11, 0.04, -0.31], [-0.94, 0.82, 1.03], [-0.51, 2.06, -1.72], [-1.35, 2.83, -0.37], [0.94, 3.67, -0.46], [0.76, 2.66, 1.00], [2.05, 1.73, -1.47], [2.57, 0.32, 3.52], [5.62, -2.20, 1.30], [6.33, -2.42, -1.06], [5.27, -1.03, -2.80], [3.52, 0.57, -2.22]]}

=====

{"formula": "C16H23N3O3S", "method": "ωB97M-V/def2-TZVPD", "gap_ev": 9.231, "relative_energy_kcal_mol": 0.0, "smiles": "CCCC[C@@H](CC)CNC(=O)Cn1c(=O)[nH]c2ccsc2c1=O", "elements": ["C", "C", "C", "C", "C", "C", "C", "C", "N", "C", "O", "C", "N", "C", "O", "N", "C", "C", "C", "S", "C", "C", "O", "H", "H", "H", "H", "H", "H", "H", "H", "H", "H", "H", "H", "H", "H", "H", "H", "H", "H", "H", "H", "H", "H", "H"], "coordinates": [[2.97, 2.86, 1.38], [3.95, 2.34, 0.34], [3.29, 1.36, -0.64], [2.89, 0.04, 0.02], [2.34, -1.00, -0.96], [2.12, -2.35, -0.27], [3.42, -3.10, 0.03], [1.04, -0.51, -1.62], [0.03, -0.17, -0.64], [-0.38, 1.09, -0.43], [-0.02, 2.05, -1.07], [-1.36, 1.22, 0.75], [-2.62, 0.52, 0.53], [-2.66, -0.82, 0.82], [-1.68, -1.44, 1.21], [-3.86, -1.46, 0.65], [-4.98, -0.83, 0.20], [-6.26, -1.38, -0.03], [-7.13, -0.43, -0.48], [-6.44, 1.13, -0.62], [-4.91, 0.52, -0.08], [-3.72, 1.30, 0.11], [-3.61, 2.50, -0.06], [3.43, 3.66, 1.96], [2.08, 3.26, 0.89], [2.66, 2.08, 2.06], [4.34, 3.18, -0.23], [4.79, 1.85, 0.83], [2.41, 1.84, -1.07], [3.99, 1.15, -1.45], [3.77, -0.37, 0.52], [2.14, 0.23, 0.79], [3.07, -1.14, -1.77], [1.57, -2.21, 0.66], [1.51, -2.98, -0.93], [3.20, -4.07, 0.45], [3.99, -3.24, -0.89], [4.03, -2.55, 0.73], [1.22, 0.38, -2.21], [0.65, -1.30, -2.27], [-0.26, -0.90, 0.00], [-0.90, 0.83, 1.66], [-1.60, 2.28, 0.87], [-3.87, -2.45, 0.87], [-6.51, -2.41, 0.12], [-8.16, -0.57, -0.73]]}

=====

{"formula": "C16H23N3O5S", "method": "ωB97M-V/def2-TZVPD", "gap_ev": 9.392, "relative_energy_kcal_mol": 0.0, "smiles": "CCOC(=O)N1CCN(C(=O)CN(c2ccccc2)S(C)(=O)=O)CC1", "elements": ["C", "C", "O", "C", "O", "N", "C", "C", "N", "C", "O", "C", "N", "C", "C", "C", "C", "C", "C", "S", "C", "O", "O", "C", "C", "H", "H", "H", "H", "H", "H", "H", "H", "H", "H", "H", "H", "H", "H", "H", "H", "H", "H", "H", "H", "H", "H", "H"], "coordinates": [[-7.19, -1.13, 0.62], [-6.60, 0.27, 0.73], [-5.17, 0.23, 0.80], [-4.53, 0.10, -0.38], [-5.08, 0.11, -1.46], [-3.20, -0.05, -0.22], [-2.33, -0.04, -1.37], [-1.55, 1.29, -1.40], [-0.82, 1.43, -0.16], [0.46, 1.10, 0.06], [0.96, 1.14, 1.17], [1.33, 0.71, -1.14], [2.37, -0.20, -0.72], [3.64, 0.25, -0.34], [4.67, -0.69, -0.31], [5.95, -0.30, 0.05], [6.22, 1.02, 0.36], [5.20, 1.95, 0.33], [3.91, 1.57, -0.02], [1.77, -1.59, 0.02], [2.22, -1.48, 1.77], [0.34, -1.53, -0.12], [2.43, -2.73, -0.54], [-1.72, 1.45, 0.99], [-2.49, 0.13, 1.03], [-6.87, -1.59, -0.32], [-8.27, -1.07, 0.63], [-6.86, -1.75, 1.45], [-6.91, 0.75, 1.66], [-6.90, 0.87, -0.13], [-1.62, -0.87, -1.28], [-2.94, -0.15, -2.27], [-2.27, 2.12, -1.46], [-0.89, 1.35, -2.26], [1.78, 1.59, -1.61], [0.74, 0.17, -1.89], [4.46, -1.71, -0.57], [6.74, -1.03, 0.07], [7.22, 1.32, 0.63], [5.39, 2.98, 0.58], [3.12, 2.31, -0.01], [3.30, -1.57, 1.85], [1.73, -2.30, 2.26], [1.87, -0.52, 2.13], [-2.41, 2.30, 0.89], [-1.11, 1.58, 1.89], [-1.77, -0.69, 1.13], [-3.20, 0.11, 1.86]]}